ORCA calculation (ωB97M-V with the def2-TZVPD basis set) on a structure of composition C32H26CsN3O2S3 in a non-equilibrium geometry.

The geometry in ORCA input format:
```
! RIJCOSX wB97M-V def2-TZVPD def2/J DEFGRID3
* xyz -2 1
Cs -0.66 0.72 -0.40
S -1.06 2.43 2.31
S 1.34 -5.70 4.23
S 2.79 0.91 -6.38
O -3.37 0.51 0.62
O 1.91 1.95 0.17
N -3.69 1.25 1.85
N 0.40 -1.78 0.94
N 1.37 -0.44 -2.32
C 0.81 -3.58 2.48
C 3.34 -0.48 -5.53
C -1.10 5.43 0.90
C -1.50 3.25 -2.13
C -2.80 2.11 2.67
C 2.74 -2.35 -2.24
C 1.98 -3.39 0.30
C -4.65 2.56 4.23
C -3.37 2.75 3.89
C -2.32 5.23 1.54
C -5.05 1.10 2.30
C 4.58 -0.50 -7.54
C 1.33 -2.19 -0.09
C 1.76 -1.60 -1.53
C 3.82 0.63 -7.71
C -0.82 4.76 -0.30
C 3.29 -3.51 -1.73
C -3.27 4.36 0.98
C -2.99 3.70 -0.22
C -0.38 -4.77 5.88
C 3.23 -1.97 -3.51
C 1.86 -0.11 -3.53
C 2.92 -4.02 -0.50
C 0.52 -4.25 3.76
C 0.51 -5.80 5.71
C -1.76 3.90 -0.86
C -0.37 -3.88 4.76
C -5.52 1.70 3.40
C 1.72 -4.05 1.53
C 4.31 -1.14 -6.29
C 2.81 -0.84 -4.20
C 0.17 -2.43 2.11
H -5.05 3.03 5.12
H -2.74 3.38 4.51
H -3.74 3.04 -0.64
H -4.22 4.21 1.48
H 2.11 2.49 -0.64
H 3.41 -4.94 -0.17
H 1.71 2.62 0.87
H -1.01 -4.65 6.75
H 1.43 0.80 -3.93
H 3.81 1.31 -8.55
H -2.06 -1.00 -2.22
H -1.01 -3.01 4.71
H -5.71 0.48 1.70
H 0.13 4.94 -0.79
H -6.56 1.55 3.69
H -0.63 3.55 -2.76
H 5.29 -0.85 -8.27
H -0.57 -1.94 2.73
H 2.27 -4.96 1.75
H 3.98 -2.61 -3.98
H -2.54 5.75 2.47
H -2.34 2.97 -2.81
H 4.04 -4.07 -2.29
H -0.37 6.10 1.33
H 0.71 -6.62 6.40
H 4.81 -2.04 -5.98
*
```

The value obtained for the energy is -75216.8099 eV. The energy relative to the best compared isomer or geometry (same formula, charge and spin) is 46.1 kcal per mole.